Density functional theory data (ωB97M-V/def2-TZVPD) for a structure of composition C29H27ClN4O4Pd.

XYZ file:
```
66
Properties=species:S:1:pos:R:3:mulliken_charge:R:1
Pd 0.173 -0.469 -0.116 0.281
Cl -3.423 -3.213 -5.847 -0.312
C -2.247 -2.663 -4.721 0.036
C -1.026 -2.047 -5.119 -0.204
C -0.209 -1.406 -4.250 -0.955
C -0.547 -1.324 -2.854 0.560
O 0.106 -0.419 -2.151 -0.551
C -1.669 -2.112 -2.373 0.591
C -1.914 -2.412 -1.013 -0.960
N -1.421 -1.719 0.005 0.484
C -1.811 -2.020 1.290 0.273
C -2.952 -2.705 1.670 -0.994
C -3.316 -2.715 3.028 -0.768
C -2.522 -2.103 4.001 -0.924
C -1.340 -1.446 3.701 0.894
C -0.468 -0.822 4.631 -1.121
C 0.612 -0.153 4.131 -0.644
C 0.882 -0.085 2.754 -0.796
N 0.028 -0.619 1.872 0.535
C -1.006 -1.386 2.297 0.486
C -2.521 -2.683 -3.343 -0.693
H -0.749 -2.183 -6.162 0.301
H 0.720 -0.925 -4.564 0.347
H -2.553 -3.277 -0.786 0.235
H -3.539 -3.200 0.903 0.195
H -4.228 -3.178 3.378 0.341
H -2.840 -2.180 5.017 0.362
H -0.593 -0.923 5.701 0.325
H 1.304 0.365 4.782 0.355
H 1.727 0.464 2.366 0.503
H -3.493 -3.131 -3.059 0.303
O 4.141 1.837 -0.430 -0.364
C 5.037 0.788 -0.183 0.889
C 6.423 1.008 -0.041 -0.814
C 7.277 -0.096 0.133 -0.380
C 6.741 -1.369 0.277 -0.530
C 5.366 -1.573 0.084 -0.516
C 4.467 -0.509 -0.056 0.115
C 2.983 -0.883 -0.064 0.741
O 2.668 -2.071 -0.076 -0.682
O 2.160 0.132 -0.030 -0.668
H 4.645 2.614 -0.698 0.274
H 6.787 2.050 -0.127 0.237
H 8.352 0.066 0.143 0.350
H 7.420 -2.236 0.434 0.292
H 4.969 -2.581 0.178 0.394
C -1.987 1.863 -1.532 -0.870
C -2.668 3.251 -1.540 -0.716
N -2.517 3.926 -0.241 -0.241
C -3.058 3.094 0.813 -0.791
C -2.402 1.709 0.822 -0.843
N -1.361 1.647 -0.188 0.744
C -0.375 2.705 0.007 -0.730
C -1.087 4.069 0.007 -0.927
H -1.233 1.761 -2.294 0.460
H -2.663 1.011 -1.698 0.400
H -3.757 3.181 -1.765 0.272
H -2.183 3.905 -2.267 0.322
H -4.136 2.966 0.670 0.280
H -2.828 3.621 1.746 0.366
H -3.132 0.935 0.620 0.512
H -2.004 1.452 1.791 0.341
H 0.362 2.616 -0.799 0.536
H 0.149 2.545 0.945 0.356
H -0.742 4.698 -0.790 0.341
H -0.979 4.560 0.981 0.362
```

Summary:
- Total charge: -2
- HOMO: 1.64 eV
- Max |F|: 3.2 eV/Å
- Gap between HOMO and LUMO: 2.610 eV
- LUMO level: 4.247 eV
- DFT total energy: -60663.014 eV

=====

Density functional theory data (ωB97M-V/def2-TZVPD) for a cluster of 2 separate species, C6H14O2 in total.

XYZ file:
```
22
Properties=species:S:1:pos:R:3:mulliken_charge:R:1
C -2.788 -1.902 0.259 -1.070
C -1.598 -2.141 -0.770 -0.493
C -1.002 -0.866 -1.310 -0.902
C 1.441 0.404 1.380 -0.745
O 2.518 1.232 1.032 -0.460
C 0.813 -0.174 0.121 -0.261
C -0.513 -0.099 -0.142 -0.181
H -2.331 -1.369 1.130 0.292
H -3.699 -1.494 -0.076 0.314
H -3.107 -2.904 0.566 0.333
H -2.003 -2.862 -1.474 0.405
H -0.805 -2.693 -0.318 0.304
H -0.339 -0.900 -2.187 0.382
H -1.831 -0.251 -1.814 0.274
H 0.733 0.973 1.942 0.354
H 1.447 -0.274 2.195 0.348
H 3.032 0.642 0.539 0.316
H 1.427 -0.693 -0.588 0.311
H -1.292 0.370 0.451 0.457
H 0.429 2.472 -0.291 0.334
H 1.797 3.102 0.007 0.351
O 1.035 3.086 -0.696 -0.664
```

Summary:
- SMILES string: CCC/C=C/CO.O
- HOMO: -9.61 eV
- Max |F|: 3.7 eV/Å
- Gap between HOMO and LUMO: 10.437 eV
- LUMO level: 0.828 eV
- DFT total energy: -10541.862 eV

=====

Density functional theory data (ωB97M-V/def2-TZVPD) for a structure of composition C3H3N4.

XYZ file:
```
10
Properties=species:S:1:pos:R:3:mulliken_charge:R:1
C 2.390 0.233 -0.012 -0.026
C -0.099 -0.699 -0.053 0.503
C 1.439 -0.676 -0.555 0.132
N 3.022 1.076 0.404 -0.196
N 0.082 -2.036 0.359 -0.114
N 1.296 -2.003 0.184 -0.013
N -0.741 0.279 0.493 -0.206
H 1.667 -0.934 -1.551 0.360
H -0.523 1.239 0.496 0.265
H -1.635 0.250 0.950 0.294
```

Summary:
- Total charge: +1
- HOMO (spin up / spin down): -16.53 / -16.53 eV
- Max |F|: 4.1 eV/Å
- Gap between HOMO and LUMO (spin up / spin down): 9.387 / 9.387 eV
- LUMO level (spin up / spin down): -7.144 / -7.145 eV
- DFT total energy: -9108.067 eV